This record from the OMol25 dataset describes C48H66BN8P3SiTi as an isolated structure. The level of theory is the ωB97M-V functional and the def2-TZVPD basis.

## Properties
- 2S+1: 4
- Orbital gap (spin up / spin down): 0.26013 / 0.22967 hartree
- Expectation value of S²: 3.76
- Net charge: +1
- Total energy: -122302.43115 eV
- E_HOMO (spin up / spin down): -8.894 / -10.818 eV

XYZ file:
```
128
Properties=species:S:1:pos:R:3:forces:R:3
Ti -0.3666 -0.4936 0.5738 -1.587 0.951 -2.632
C -1.9215 -4.3822 -0.5567 -0.042 0.047 -0.090
C -1.2530 -3.7469 -1.7778 0.205 0.170 0.252
C 0.1705 -4.2877 -1.9369 -0.093 0.008 -0.025
P -1.4013 -1.8787 -1.6540 -0.156 -0.362 -0.629
C -3.1939 -1.7203 -2.2586 0.116 0.141 0.218
C -3.5500 -0.2463 -2.4092 -0.006 -0.079 0.035
C -3.5831 -2.4593 -3.5373 0.011 -0.068 0.107
C -0.4957 -1.2757 -3.1293 0.033 0.054 0.069
C -0.4218 -2.0124 -4.3129 0.005 0.033 0.017
C 0.1838 -1.4815 -5.4404 0.010 -0.037 -0.041
C 0.7234 -0.2049 -5.4008 -0.057 0.047 -0.019
C 0.6871 0.5185 -4.2201 -0.049 0.064 -0.023
C 0.0904 -0.0044 -3.0713 0.067 -0.143 0.442
Si 0.0972 1.0689 -1.4833 0.295 1.060 -1.655
C -1.4187 2.2124 -1.7696 0.051 -0.258 0.385
C -1.6371 2.7108 -3.0559 0.003 -0.022 -0.074
C -2.7619 3.4613 -3.3549 0.074 0.002 -0.082
C -3.6892 3.7359 -2.3623 -0.066 0.024 0.092
C -3.4807 3.2616 -1.0783 0.025 0.065 -0.062
C -2.3557 2.4968 -0.7732 -0.106 -0.094 -0.010
P -2.0245 1.8244 0.8938 -0.246 0.843 -0.306
C -3.6876 1.6447 1.7569 0.184 -0.199 -0.114
C -4.6635 0.8841 0.8530 0.067 -0.008 0.071
C -4.3990 2.8589 2.3585 0.083 -0.039 0.012
C -1.2111 3.3422 1.6592 -0.109 -0.234 0.079
C -1.1863 3.2521 3.1937 0.046 -0.043 -0.062
C -1.7391 4.7026 1.2057 0.042 -0.059 -0.007
C 1.6424 2.2030 -1.6950 -0.097 -0.173 0.237
C 1.4040 3.4698 -2.2397 -0.177 0.057 0.122
C 2.4426 4.2942 -2.6408 -0.006 0.070 -0.082
C 3.7508 3.8559 -2.5325 0.083 0.037 -0.035
C 4.0123 2.6148 -1.9785 -0.082 -0.070 -0.129
C 2.9790 1.7922 -1.5288 -0.159 0.039 -0.047
P 3.3507 0.2171 -0.6774 0.587 -0.293 -0.072
C 4.3286 -0.6448 -2.0485 -0.235 0.003 0.018
C 5.1671 -1.8427 -1.6030 -0.022 0.147 0.105
C 3.3995 -1.0449 -3.1894 0.117 0.069 0.045
C 4.8555 0.6420 0.4031 -0.200 0.027 0.045
C 4.9245 -0.3766 1.5446 0.004 0.047 -0.023
C 4.9764 2.0514 0.9849 0.007 -0.103 -0.180
H -1.8600 -5.4701 -0.6178 -0.016 -0.002 -0.008
H -2.9759 -4.1104 -0.4816 -0.004 -0.046 0.049
H -1.4174 -4.0649 0.3593 -0.018 -0.021 0.019
H -1.8173 -4.0195 -2.6681 0.009 0.020 0.004
H 0.6293 -4.4349 -0.9624 0.000 -0.054 -0.069
H 0.8054 -3.6346 -2.5370 0.051 -0.026 0.002
H 0.1384 -5.2607 -2.4304 -0.014 -0.004 -0.001
H -3.7955 -2.1416 -1.4453 0.032 0.009 0.011
H -3.0291 0.1868 -3.2649 0.023 0.039 0.009
H -3.2801 0.3208 -1.5232 -0.005 0.062 -0.066
H -4.6230 -0.1304 -2.5748 0.000 -0.004 -0.007
H -2.9657 -2.1561 -4.3816 -0.012 0.009 -0.020
H -4.6149 -2.1942 -3.7766 -0.002 -0.012 -0.020
H -3.5504 -3.5436 -3.4376 0.011 0.012 -0.048
H -0.8311 -3.0126 -4.3620 -0.012 -0.005 -0.002
H 0.2317 -2.0635 -6.3519 0.006 -0.009 0.011
H 1.1886 0.2183 -6.2820 0.011 -0.006 0.006
H 1.1480 1.5003 -4.1830 0.038 -0.047 -0.048
H -0.9253 2.4907 -3.8424 -0.083 0.023 -0.035
H -2.9179 3.8266 -4.3619 0.011 -0.010 -0.001
H -4.5715 4.3222 -2.5852 0.001 -0.008 -0.003
H -4.2005 3.4973 -0.3098 -0.014 0.024 -0.005
H -3.4174 0.9839 2.5903 -0.044 -0.046 -0.021
H -5.0721 1.5326 0.0789 -0.011 -0.023 0.002
H -5.4959 0.5029 1.4469 0.006 -0.014 0.010
H -4.1839 0.0424 0.3620 -0.081 0.020 -0.035
H -4.7321 3.5685 1.6032 -0.001 0.018 0.008
H -3.7939 3.3874 3.0883 -0.042 0.010 -0.031
H -5.2915 2.4980 2.8743 -0.011 0.018 0.003
H -0.1876 3.2676 1.2851 0.001 -0.034 0.004
H -1.9768 3.8622 3.6270 -0.012 -0.047 0.004
H -0.2441 3.6323 3.5840 -0.013 0.017 0.007
H -1.3067 2.2286 3.5564 0.053 0.016 0.075
H -2.7851 4.8476 1.4745 0.004 0.019 -0.013
H -1.6339 4.8451 0.1322 -0.009 0.029 -0.015
H -1.1560 5.4805 1.7044 -0.024 0.009 0.012
H 0.3827 3.8133 -2.3566 0.176 0.085 0.031
H 2.2325 5.2729 -3.0527 -0.036 -0.006 0.004
H 4.5657 4.4855 -2.8660 0.009 -0.008 0.006
H 5.0405 2.2846 -1.8912 -0.007 0.006 0.021
H 5.0140 0.1215 -2.4225 0.044 0.026 0.006
H 4.5446 -2.6964 -1.3318 -0.078 -0.021 0.068
H 5.8227 -1.6125 -0.7636 -0.002 -0.050 -0.039
H 5.8034 -2.1513 -2.4345 -0.027 -0.047 -0.006
H 2.5989 -1.7023 -2.8405 -0.045 -0.023 -0.001
H 3.9561 -1.5769 -3.9641 0.005 0.005 -0.009
H 2.9402 -0.1704 -3.6425 0.021 -0.040 -0.009
H 5.7179 0.4892 -0.2518 0.004 -0.012 -0.029
H 4.0657 -0.2596 2.2118 -0.008 -0.007 -0.026
H 5.8315 -0.2181 2.1330 -0.007 -0.026 -0.003
H 4.9331 -1.4018 1.1797 -0.056 -0.092 0.045
H 4.8114 2.8383 0.2536 0.011 0.018 0.074
H 5.9871 2.1720 1.3814 -0.033 0.022 0.049
H 4.2863 2.1981 1.8068 -0.249 0.040 0.215
C 2.2082 -3.7420 1.4255 0.112 -0.013 -0.150
C 1.6441 -2.8486 0.5159 0.102 -0.075 0.236
N 0.7857 -2.0397 1.1298 1.309 -1.546 0.193
N 0.8002 -2.3720 2.4416 0.302 -0.340 0.377
C 1.6449 -3.4026 2.6371 -0.166 0.102 -0.093
B -0.0334 -1.5465 3.4796 -0.106 0.086 -0.206
N -1.5038 -1.6748 3.0227 -0.312 -0.139 0.443
C -2.5697 -2.2633 3.6042 0.007 0.081 -0.153
C -3.5592 -2.3998 2.6540 -0.064 0.039 -0.080
C -3.0046 -1.8772 1.4879 -0.003 -0.137 0.247
N -1.7725 -1.4275 1.7121 -1.088 -0.745 1.086
N 0.4416 -0.0718 3.3067 0.219 -0.017 0.480
C 1.0764 0.7203 4.1952 -0.115 -0.052 -0.086
C 1.6528 1.7616 3.5078 0.207 0.118 -0.192
C 1.3208 1.5324 2.1688 0.227 -0.022 0.361
N 0.5804 0.4324 2.0625 1.045 1.112 1.503
N 0.2675 -2.0020 4.8865 0.307 -0.057 -0.015
C 1.5184 -2.0668 5.4282 -0.044 0.019 0.012
C 1.4020 -2.5425 6.7057 0.017 -0.006 0.026
C 0.0177 -2.7445 6.8728 0.034 0.058 -0.039
N -0.6513 -2.4176 5.7856 -0.222 -0.045 0.012
H 2.9210 -4.5259 1.2359 -0.004 0.029 -0.008
H 1.8080 -2.7488 -0.5412 0.064 0.085 -0.030
H 1.7939 -3.8355 3.6107 -0.067 0.019 0.033
H -2.5343 -2.5434 4.6402 0.056 -0.018 0.030
H -4.5402 -2.8224 2.7806 0.018 -0.018 0.027
H -3.4361 -1.8364 0.5050 0.043 0.076 -0.006
H 1.0740 0.5078 5.2508 -0.032 -0.077 -0.035
H 2.2198 2.5782 3.9201 0.024 -0.012 -0.023
H 1.5969 2.1006 1.2951 -0.044 -0.017 -0.075
H 2.3855 -1.7572 4.8661 0.004 -0.032 0.021
H 2.1871 -2.7225 7.4192 0.016 0.023 -0.026
H -0.5094 -3.1064 7.7405 -0.018 -0.008 -0.009
```
Forces are in eV/Å.